[1]
168
Properties=species:S:1:pos:R:3 method="wB97M-V/def2-TZVPD" charge=+4 total_energy_ev=-137611.7233 e_above_lowest_kcal_mol=1331.5 lumo_ha=-0.3125 orbital_gap_ev=7.820 e_homo_ev=-16.323
O 0.403 0.218 -0.900
C -0.298 -0.733 -0.387
O 0.073 -1.293 0.667
O -1.337 -1.088 -0.925
H -0.124 0.198 -1.702
C 3.602 1.119 -3.693
C 2.663 2.182 -3.109
C 1.845 1.782 -1.889
N 1.252 3.021 -1.137
C 0.266 3.752 -2.135
C 2.253 3.999 -0.490
C 1.326 4.680 0.599
C 0.381 3.604 1.148
C 0.331 2.504 0.031
H 3.152 0.623 -4.553
H 3.838 0.383 -2.924
H 4.545 1.598 -3.953
H 1.945 2.568 -3.832
H 3.271 3.033 -2.799
H 2.395 1.328 -1.065
H 1.069 1.019 -1.956
H 0.855 4.312 -2.861
H -0.326 4.444 -1.536
H -0.426 3.028 -2.565
H 2.634 4.728 -1.204
H 3.050 3.373 -0.089
H 0.807 5.523 0.142
H 1.954 5.120 1.373
H -0.554 4.132 1.335
H 0.847 3.154 2.025
H -0.567 2.082 -0.422
H 0.774 1.616 0.482
C -3.277 -1.028 2.549
C -3.798 0.185 1.780
C -3.680 -0.106 0.241
N -4.099 1.036 -0.622
C -5.480 1.610 -0.229
C -3.125 2.186 -0.695
C -2.030 1.777 -1.651
C -2.607 0.797 -2.670
C -4.063 0.547 -2.164
H -2.230 -1.173 2.285
H -3.833 -1.928 2.286
H -3.348 -0.869 3.625
H -3.376 1.126 2.133
H -4.879 0.179 1.919
H -4.212 -1.015 -0.040
H -2.640 -0.321 -0.003
H -6.261 0.850 -0.265
H -5.712 2.397 -0.946
H -5.339 2.046 0.760
H -3.571 3.118 -1.039
H -2.832 2.397 0.333
H -1.669 2.698 -2.109
H -1.236 1.227 -1.145
H -2.566 1.160 -3.697
H -1.964 -0.081 -2.606
H -4.825 0.995 -2.802
H -4.453 -0.470 -2.201
C 0.731 -3.186 2.210
C 1.371 -1.797 2.408
C 2.482 -1.617 1.385
N 3.137 -0.194 1.232
C 2.247 0.943 0.675
C 4.342 -0.215 0.333
C 5.399 0.737 0.949
C 5.207 0.668 2.430
C 3.697 0.323 2.591
H 1.371 -4.001 2.548
H 0.524 -3.216 1.140
H -0.269 -3.247 2.640
H 1.855 -1.660 3.376
H 0.482 -1.174 2.319
H 2.173 -1.771 0.351
H 3.280 -2.300 1.675
H 1.977 0.671 -0.345
H 2.746 1.899 0.517
H 1.313 0.828 1.226
H 4.063 -0.121 -0.716
H 4.776 -1.200 0.505
H 5.315 1.781 0.649
H 6.398 0.508 0.577
H 5.507 1.633 2.839
H 5.774 -0.013 3.065
H 3.182 1.244 2.865
H 3.609 -0.355 3.440
C 2.089 -0.711 -6.669
C 1.469 -1.146 -5.436
C 2.307 -0.866 -4.102
N 1.824 -1.658 -2.808
C 2.164 -0.747 -1.615
C 2.586 -3.006 -2.687
C 1.663 -3.956 -1.907
C 0.328 -3.250 -1.706
C 0.348 -2.161 -2.771
H 1.708 -1.319 -7.489
H 3.162 -0.684 -6.481
H 1.823 0.298 -6.985
H 1.378 -2.231 -5.489
H 0.461 -0.732 -5.440
H 2.219 0.201 -3.896
H 3.368 -1.098 -4.187
H 3.177 -0.440 -1.877
H 2.169 -1.352 -0.709
H 1.395 0.025 -1.582
H 3.520 -2.858 -2.144
H 2.775 -3.307 -3.717
H 1.991 -4.411 -0.972
H 1.630 -4.896 -2.458
H 0.380 -2.840 -0.697
H -0.527 -3.897 -1.902
H -0.291 -1.280 -2.708
H 0.264 -2.537 -3.790
C 1.732 -5.970 1.864
C 0.459 -5.119 1.981
C 0.082 -4.399 0.701
N -1.403 -3.816 0.647
C -1.507 -2.755 1.754
C -1.726 -3.224 -0.726
C -3.284 -3.263 -0.858
C -3.804 -4.374 0.030
C -2.534 -4.934 0.829
H 2.020 -6.543 2.745
H 2.538 -5.386 1.419
H 1.595 -6.638 1.014
H 0.737 -4.370 2.723
H -0.378 -5.710 2.352
H 0.090 -5.065 -0.162
H 0.788 -3.588 0.524
H -1.351 -3.218 2.728
H -2.544 -2.492 1.545
H -0.819 -1.939 1.536
H -1.184 -2.279 -0.766
H -1.367 -3.912 -1.492
H -3.644 -2.268 -0.597
H -3.664 -3.430 -1.866
H -4.471 -3.940 0.775
H -4.355 -5.168 -0.473
H -2.718 -5.087 1.892
H -2.132 -5.790 0.286
C -1.013 0.580 0.657
C -0.782 1.469 1.868
C -1.960 2.443 2.267
N -1.682 3.224 3.540
C -1.374 2.264 4.718
C -2.860 4.166 3.919
C -2.513 5.486 3.171
C -1.047 5.441 2.728
C -0.501 4.167 3.426
H -0.009 0.208 0.451
H -1.364 1.202 -0.167
H -1.752 -0.213 0.778
H 0.110 2.081 1.735
H -0.538 0.738 2.639
H -2.818 1.827 2.534
H -2.221 3.145 1.475
H -0.466 1.704 4.497
H -2.139 1.508 4.895
H -1.222 2.901 5.589
H -2.680 4.363 4.976
H -3.819 3.679 3.744
H -2.748 6.383 3.745
H -3.071 5.683 2.256
H -0.578 6.348 3.110
H -0.928 5.409 1.645
H -0.160 4.316 4.450
H 0.344 3.687 2.933
Br -0.224 0.816 -3.354

[2]
16
Properties=species:S:1:pos:R:3 method="wB97M-V/def2-TZVPD" charge=0 total_energy_ev=-8867.3852 e_above_lowest_kcal_mol=42.1 lumo_ha=0.0303 orbital_gap_ev=9.889 e_homo_ev=-9.066 smiles="C=NCCC(C)=O"
C 2.847 0.663 -0.110
N 2.369 -0.490 -0.131
C 0.936 -0.894 -0.247
C -0.056 0.241 -0.072
C -1.439 -0.398 -0.317
C -2.533 0.160 0.559
O -1.661 -1.186 -1.201
H 2.298 1.601 0.028
H 3.918 0.766 -0.243
H 0.831 -1.367 -1.227
H 0.807 -1.664 0.519
H -0.002 0.677 0.926
H 0.085 1.009 -0.836
H -3.497 -0.256 0.276
H -2.340 -0.109 1.596
H -2.563 1.244 0.481

[3]
22
Properties=species:S:1:pos:R:3 method="wB97M-V/def2-TZVPD" spin_multiplicity=2 charge=+2 total_energy_ev=-9966.7491 e_above_lowest_kcal_mol=0.0 lumo_ha="-0.3064 / -0.4478" orbital_gap_ev="10.347 / 6.504" e_homo_ev="-18.685 / -18.688"
C 0.927 -1.503 0.529
O 1.028 -2.521 1.459
C 0.021 -0.427 1.174
C 0.146 0.976 0.553
C -0.687 1.074 -0.697
C -0.207 1.081 -1.988
C -1.106 1.130 -3.131
N 0.359 -0.329 2.661
H 0.647 -1.783 -0.488
H 1.888 -1.000 0.376
H 0.745 -3.370 1.145
H -0.999 -0.813 1.160
H -0.131 1.845 1.153
H 1.171 1.120 0.187
H -1.749 1.282 -0.559
H 0.823 0.884 -2.262
H -1.926 1.865 -3.165
H -0.651 1.251 -4.113
H -1.645 0.148 -3.103
H -0.495 -0.142 3.185
H 1.030 0.410 2.891
H 0.808 -1.178 3.033

[4]
19
Properties=species:S:1:pos:R:3 method="wB97M-V/def2-TZVPD" charge=0 total_energy_ev=-6884.4094 e_above_lowest_kcal_mol=41.2 lumo_ha=0.0397 orbital_gap_ev=9.067 e_homo_ev=-7.987 smiles=CCCN(C)C
C 0.840 -0.904 -2.370
C 1.106 0.060 -1.156
C -0.295 0.382 -0.559
N -0.234 0.342 0.918
C -1.155 1.249 1.538
C -0.089 -0.953 1.628
H 0.534 -1.901 -2.027
H -0.091 -0.442 -2.759
H 1.510 -1.012 -3.221
H 1.659 0.981 -1.264
H 1.600 -0.569 -0.390
H -0.935 -0.452 -0.865
H -0.781 1.295 -0.916
H -1.102 2.281 1.173
H -0.997 1.264 2.661
H -2.209 0.898 1.667
H 0.077 -1.752 0.876
H 0.703 -0.793 2.355
H -0.987 -1.388 2.055

[5]
100
Properties=species:S:1:pos:R:3 method="wB97M-V/def2-TZVPD" charge=-1 total_energy_ev=-172054.7798 lumo_ha=-0.1226 orbital_gap_ev=1.140 e_homo_ev=-4.477
C 1.478 2.683 3.045
C 0.203 2.807 2.566
C -0.722 1.586 2.305
O -2.002 2.234 2.009
C -2.499 2.880 3.036
N -3.113 3.212 3.902
C -0.362 0.855 0.947
C -1.586 0.462 0.100
C -2.004 1.470 -1.022
C -3.572 1.508 -1.252
C -3.864 1.561 -2.787
C 0.709 1.544 0.024
C 1.067 0.644 -1.196
C 2.219 -0.374 -0.955
C 2.072 -1.660 -1.821
C 1.101 -2.704 -1.176
C 1.786 -3.927 -0.518
C 0.777 -4.840 0.249
C -0.375 -5.397 -0.649
N 0.440 -0.277 1.486
C 0.551 -0.377 2.887
O 1.342 -0.939 3.519
C -0.651 0.512 3.401
O -0.213 0.878 4.717
N -1.244 1.429 5.485
O -0.835 2.198 6.255
Si -2.054 -0.821 3.582
C -1.620 -1.807 5.160
C -3.784 -0.121 3.833
C -2.082 -2.132 2.183
H 1.731 2.255 4.029
H 2.374 2.958 2.393
H -0.136 3.839 2.328
H -1.276 -0.495 -0.408
H -2.494 0.231 0.681
H -1.691 2.507 -0.839
H -1.543 1.119 -1.966
H -3.917 2.464 -0.821
H -4.100 0.701 -0.713
H -3.097 1.075 -3.415
H -4.878 1.166 -2.972
H -3.872 2.627 -3.088
H 0.415 2.541 -0.359
H 1.635 1.721 0.603
H 1.418 1.330 -1.994
H 0.214 0.088 -1.630
H 2.397 -0.602 0.109
H 3.154 0.116 -1.307
H 3.066 -2.135 -1.873
H 1.750 -1.449 -2.856
H 0.366 -2.260 -0.444
H 0.491 -3.144 -2.003
H 2.575 -3.635 0.201
H 2.294 -4.591 -1.303
H 1.314 -5.726 0.643
H 0.297 -4.324 1.112
H -1.136 -5.870 0.010
H -0.836 -4.584 -1.242
H -0.037 -6.206 -1.325
H 0.296 -1.144 0.981
H -1.801 -1.233 6.081
H -0.548 -2.082 5.051
H -2.167 -2.768 5.139
H -4.274 0.236 2.916
H -3.772 0.624 4.646
H -4.405 -0.964 4.202
H -1.072 -2.529 1.950
H -2.637 -2.997 2.604
H -2.642 -1.816 1.282
O 2.180 5.367 6.633
Cl 2.938 4.914 5.512
O 2.528 5.699 4.305
O 2.650 3.531 5.251
O 4.342 5.117 5.721
N 2.424 0.308 -6.174
C 2.295 1.189 -5.132
C 3.491 1.222 -4.463
C 4.373 0.332 -5.129
C 3.688 -0.214 -6.180
H 1.702 0.079 -6.833
H 1.368 1.711 -4.958
H 3.709 1.819 -3.591
H 5.396 0.117 -4.865
H 3.987 -0.927 -6.930
C 2.616 -3.154 -8.652
O 3.464 -2.021 -8.829
H 2.761 -3.539 -7.644
H 1.570 -2.863 -8.780
H 2.874 -3.932 -9.375
H 3.323 -1.695 -9.723
Mg 2.341 4.709 2.372
Cl 3.166 -4.035 -3.039
F 5.208 3.319 5.793
Be -0.137 6.281 0.523
Br 1.751 6.759 -1.085
Li -1.879 -2.156 -1.366
C -7.239 0.495 2.732
O -8.441 0.752 2.770
O -6.536 0.194 3.738
O -6.534 0.490 1.682

[6]
18
Properties=species:S:1:pos:R:3 method="wB97M-V/def2-TZVPD" charge=0 total_energy_ev=-16214.7068 e_above_lowest_kcal_mol=1.6 lumo_ha=0.0331 orbital_gap_ev=9.312 e_homo_ev=-8.413 smiles=CSC(C)(C)C
C 2.177 1.282 -0.115
S 0.877 0.594 -1.213
C -0.437 -0.219 -0.175
C -1.056 0.804 0.637
C 0.211 -1.337 0.660
C -1.445 -0.843 -1.157
H 2.511 0.535 0.599
H 2.994 1.685 -0.744
H 1.854 2.136 0.504
H -0.357 1.168 1.406
H -1.970 0.417 1.097
H -1.353 1.648 -0.007
H 0.750 -2.087 0.047
H -0.597 -1.811 1.222
H 0.991 -0.991 1.371
H -0.921 -1.530 -1.827
H -2.256 -1.444 -0.656
H -1.973 -0.007 -1.649

[7]
19
Properties=species:S:1:pos:R:3 method="wB97M-V/def2-TZVPD" charge=+1 total_energy_ev=-12864.7498 e_above_lowest_kcal_mol=103.1 lumo_ha=-0.2299 orbital_gap_ev=8.281 e_homo_ev=-14.536
C 0.709 -0.272 -0.275
C 0.716 -0.334 -2.707
C 0.409 0.095 2.108
C -1.451 -0.601 0.847
N -0.368 1.825 0.298
N 0.108 0.116 -1.447
N -0.187 0.091 0.813
O 1.728 -0.824 -0.091
O 0.084 2.585 1.003
H -0.121 -0.913 -3.247
H 1.034 0.458 -3.266
H 1.596 -0.832 -2.600
H 0.393 -0.812 2.754
H 1.531 0.087 1.942
H 0.132 0.904 2.697
H -1.909 -0.376 -0.132
H -1.371 -1.652 1.106
H -2.175 -0.034 1.608
H -0.861 0.492 -1.412

[8]
68
Properties=species:S:1:pos:R:3 method="wB97M-V/def2-TZVPD" charge=0 total_energy_ev=-56250.8744 lumo_ha=0.0049 orbital_gap_ev=8.936 e_homo_ev=-8.802 smiles="CC(=O)N(C)PP(=N)(O)O.c1ccccc1.c1ccccc1.c1ccccc1.c1ccccc1"
C -3.085 -2.525 -1.690
C -1.743 -2.967 -1.135
O -1.228 -3.937 -1.586
N -1.090 -2.288 -0.039
C -1.435 -3.036 1.219
P -1.373 -0.593 0.135
P 0.095 0.394 -1.152
N 1.531 -0.091 -0.869
O -0.346 0.312 -2.718
O -0.044 1.945 -0.747
H -3.677 -2.076 -0.904
H -2.924 -1.789 -2.465
H -3.586 -3.398 -2.067
H -2.275 -3.699 1.065
H -0.572 -3.619 1.499
H -1.684 -2.338 2.005
H -2.590 -0.222 -0.492
H 1.900 -0.459 -1.738
H -0.712 -0.568 -2.863
H -0.940 2.244 -0.963
C 4.943 1.674 0.722
C 4.758 0.430 0.136
C 5.799 -0.489 0.122
C 7.024 -0.163 0.689
C 7.209 1.085 1.268
C 6.169 2.003 1.285
H 4.130 2.388 0.738
H 3.802 0.179 -0.306
H 5.654 -1.461 -0.332
H 7.834 -0.881 0.679
H 8.165 1.341 1.706
H 6.313 2.975 1.739
C -3.371 4.056 -0.842
C -3.545 4.812 0.309
C -3.573 6.196 0.229
C -3.425 6.823 -1.001
C -3.244 6.066 -2.150
C -3.219 4.682 -2.072
H -3.357 2.974 -0.778
H -3.658 4.322 1.267
H -3.711 6.787 1.125
H -3.448 7.903 -1.063
H -3.124 6.556 -3.107
H -3.081 4.091 -2.968
C -3.449 0.310 6.759
C -2.579 1.130 6.054
C -2.374 0.923 4.698
C -3.037 -0.107 4.047
C -3.902 -0.932 4.752
C -4.109 -0.723 6.108
H -3.613 0.475 7.816
H -2.060 1.931 6.564
H -1.696 1.563 4.148
H -2.877 -0.265 2.988
H -4.416 -1.739 4.245
H -4.785 -1.365 6.658
C 1.752 -4.488 -3.205
C 1.969 -3.121 -3.116
C 3.022 -2.535 -3.804
C 3.863 -3.319 -4.581
C 3.651 -4.688 -4.666
C 2.596 -5.272 -3.979
H 0.927 -4.939 -2.669
H 1.314 -2.512 -2.505
H 3.190 -1.467 -3.736
H 4.684 -2.863 -5.120
H 4.310 -5.300 -5.268
H 2.431 -6.339 -4.047